No. 1
{"formula": "C35H32ClN9S2W", "method": "wB97M-V/def2-TZVPD", "total_charge": -2, "e_above_lowest_ev": 2.2518, "orbital_gap_ev": [4.02, 6.06], "total_energy_ha": -3169.3651, "s2": 2.041, "spin_multiplicity": 3, "elements": ["W", "C", "C", "C", "N", "C", "C", "C", "C", "C", "C", "C", "N", "C", "C", "C", "N", "C", "C", "C", "C", "C", "C", "C", "N", "C", "C", "H", "H", "H", "H", "H", "H", "H", "H", "H", "H", "H", "H", "H", "H", "H", "H", "H", "H", "H", "H", "H", "H", "H", "H", "H", "H", "S", "C", "S", "C", "C", "N", "C", "N", "Cl", "C", "C", "C", "C", "C", "C", "C", "H", "H", "H", "H", "H", "H", "N", "C", "N", "C", "N"], "coordinates": [[-0.797349, -0.649056, 0.133889], [4.458648, -0.144762, 0.319246], [3.273801, 0.481169, 1.059847], [2.108473, 0.767730, 0.099761], [0.781258, 0.771577, 0.669352], [0.413993, 1.839925, 1.402673], [1.236996, 2.912679, 1.716025], [1.046654, 3.942516, 2.676208], [0.019806, 4.091227, 3.595983], [-1.185694, 3.400399, 3.646930], [-1.698050, 2.489037, 2.690166], [-1.058973, 1.853371, 1.655277], [-1.705992, 1.161296, 0.671933], [-2.934609, 1.653733, 0.108088], [-2.708755, 1.904434, -1.411991], [-1.208860, 1.863154, -1.734588], [-0.644907, 0.523662, -1.702592], [-0.412361, -0.112845, -2.829726], [-0.891537, 0.332765, -4.079096], [-0.659848, -0.111781, -5.368131], [0.111559, -1.169106, -5.820070], [0.803417, -2.071969, -5.032417], [0.920995, -2.127717, -3.649555], [0.417514, -1.317805, -2.630563], [0.701876, -1.519533, -1.320817], [3.475700, -1.956482, -1.293770], [4.289137, -1.631516, -0.027943], [5.352517, -0.045637, 0.943114], [4.652008, 0.425446, -0.598056], [3.592985, 1.403181, 1.549971], [2.940447, -0.191604, 1.853259], [2.102498, 0.006650, -0.669505], [2.299656, 1.723454, -0.412041], [2.203094, 2.937622, 1.223180], [1.863271, 4.654686, 2.758803], [0.169777, 4.850243, 4.360904], [-1.854053, 3.655734, 4.463450], [-2.750258, 2.237047, 2.795206], [-3.205938, 2.593228, 0.595057], [-3.759782, 0.947915, 0.254804], [-3.106587, 2.882889, -1.697829], [-3.216396, 1.141277, -2.004338], [-0.672046, 2.453710, -0.989070], [-1.023956, 2.340938, -2.700161], [-1.577672, 1.166759, -4.037292], [-1.176845, 0.457970, -6.133632], [0.158454, -1.326828, -6.892378], [1.321737, -2.862494, -5.564175], [1.511285, -2.959266, -3.289612], [3.303119, -1.082635, -1.922520], [4.001472, -2.700490, -1.894870], [5.287762, -2.063348, -0.149215], [3.834461, -2.146120, 0.822450], [-2.939561, -1.411384, -1.101457], [-1.714038, -2.446608, -0.540889], [1.837771, -2.742874, -0.959084], [-1.686532, -3.795929, -0.819799], [-2.669020, -4.432446, -1.627203], [-3.448059, -4.976012, -2.283239], [-0.709757, -4.698206, -0.309004], [0.027854, -5.506517, 0.058217], [-1.103269, -4.171355, 3.100666], [-0.601059, -2.665317, 3.820474], [-0.966360, -2.437531, 5.137495], [-0.644705, -1.237958, 5.750420], [0.066900, -0.288381, 5.031545], [0.439216, -0.539120, 3.723994], [0.091781, -1.719578, 3.051370], [0.425196, -1.914736, 1.616146], [-1.516899, -3.201587, 5.670753], [-0.961428, -1.049395, 6.768158], [0.311541, 0.667114, 5.480935], [0.991334, 0.219158, 3.186759], [0.373143, -2.968897, 1.366133], [1.451549, -1.594358, 1.450651], [-2.154684, -1.052610, 1.740540], [-2.952910, -1.017895, 2.588118], [-3.884432, -0.920041, 3.437215], [-4.124682, -1.347083, 4.637064], [-4.440378, -1.676247, 5.708038]], "forces_ev_per_angstrom": [[-0.366, 0.392, 0.502], [-0.105, -0.036, 0.156], [0.047, 0.040, -0.134], [-0.117, -0.130, 0.152], [-0.102, -0.050, 0.029], [0.087, 0.482, 0.022], [0.055, -0.469, -0.294], [-0.245, 0.352, 0.344], [0.204, 0.019, -0.182], [-0.052, 0.145, 0.258], [0.066, -0.369, -0.327], [0.107, 0.362, 0.508], [-0.023, -0.369, -0.373], [0.077, -0.143, -0.132], [0.096, -0.080, 0.114], [-0.197, 0.315, 0.014], [-0.035, 0.024, -0.658], [0.215, 0.059, 0.688], [-0.114, 0.084, -0.968], [-0.158, 0.267, 0.626], [0.364, -0.474, -0.322], [-0.329, 0.414, 0.055], [0.189, -0.178, -0.262], [0.081, -0.103, 0.563], [-0.172, 0.084, -0.563], [-0.424, -0.226, 0.121], [0.076, 0.110, -0.084], [0.013, 0.006, -0.029], [0.063, -0.002, -0.006], [0.008, -0.046, 0.040], [0.000, -0.007, 0.003], [0.038, 0.046, -0.046], [0.024, 0.015, -0.053], [0.000, -0.088, 0.133], [0.018, -0.043, 0.008], [-0.013, 0.023, -0.035], [-0.013, -0.026, -0.035], [-0.008, 0.017, -0.022], [0.030, 0.016, 0.038], [-0.024, 0.045, 0.026], [-0.015, -0.017, -0.037], [-0.055, 0.067, -0.061], [0.022, -0.051, 0.021], [0.073, -0.068, 0.035], [0.013, -0.045, 0.083], [-0.019, -0.010, -0.027], [-0.037, 0.028, 0.012], [0.009, -0.035, 0.000], [0.010, 0.046, 0.031], [0.061, -0.027, -0.055], [0.041, 0.053, -0.053], [-0.007, -0.004, -0.032], [0.032, -0.016, 0.018], [0.819, 0.130, 0.338], [-0.812, -0.709, -0.467], [0.313, -0.049, 0.124], [0.336, 0.367, 0.381], [-0.313, -0.075, -0.182], [0.030, 0.060, 0.013], [0.219, -0.228, 0.072], [0.003, 0.079, -0.025], [-0.022, -0.085, -0.013], [0.039, 0.231, -0.101], [0.022, -0.104, 0.081], [0.033, -0.010, -0.032], [-0.014, 0.026, 0.123], [0.056, -0.089, -0.096], [0.055, 0.022, 0.310], [-0.123, 0.184, -0.197], [-0.056, 0.048, -0.034], [-0.025, 0.002, -0.013], [0.028, -0.004, -0.024], [-0.019, 0.019, -0.062], [-0.035, -0.038, -0.056], [-0.014, 0.040, -0.062], [-0.127, -0.138, 0.146], [0.568, -0.331, 0.056], [-0.761, 0.479, -0.184], [0.311, -0.267, 0.192], [0.004, 0.041, -0.102]]}



No. 2
{"formula": "C35H32N7STl", "method": "wB97M-V/def2-TZVPD", "e_above_lowest_ev": 0.5222, "orbital_gap_ev": 6.09, "total_energy_ha": -2306.8168, "elements": ["Tl", "N", "C", "C", "C", "C", "C", "C", "C", "C", "C", "C", "C", "C", "N", "C", "C", "C", "C", "N", "H", "H", "H", "H", "H", "H", "H", "H", "H", "H", "S", "C", "N", "N", "C", "C", "C", "C", "N", "C", "C", "H", "H", "H", "H", "C", "C", "C", "C", "C", "C", "C", "C", "N", "C", "C", "C", "C", "H", "H", "H", "H", "H", "H", "H", "H", "H", "H", "H", "H", "H", "H", "H", "H", "H", "H"], "coordinates": [[0.109286, -0.517997, 0.568362], [-7.769605, 6.044710, -0.600150], [-6.909251, 5.287311, -0.568749], [-5.859565, 4.338847, -0.519375], [-5.776908, 3.329631, -1.480652], [-4.772070, 2.385914, -1.401580], [-3.840390, 2.429229, -0.368124], [-3.913487, 3.453619, 0.574009], [-4.914927, 4.400707, 0.506148], [-2.777223, 1.403734, -0.254035], [-1.814085, 1.378494, -1.263102], [-1.839227, 2.122527, -2.477292], [-0.726654, 1.756604, -3.192284], [-0.035855, 0.828884, -2.395585], [-0.679889, 0.591752, -1.256955], [-2.897968, 0.535706, 0.837444], [-4.006756, 0.515123, 1.725817], [-3.833601, -0.560290, 2.562087], [-2.628668, -1.158984, 2.178586], [-2.062839, -0.523286, 1.153442], [-6.499358, 3.300146, -2.283464], [-4.723415, 1.593573, -2.134257], [-3.181181, 3.494772, 1.365106], [-4.969489, 5.191881, 1.239133], [-2.606368, 2.814502, -2.763567], [-0.438158, 2.099873, -4.166503], [0.906968, 0.364791, -2.612415], [-4.832471, 1.200128, 1.718824], [-4.487383, -0.887347, 3.346260], [-2.180436, -2.033958, 2.612550], [1.743138, 2.108251, 4.215513], [1.072259, 1.244626, 3.094050], [0.552775, 0.587205, 2.255189], [0.468286, -5.996097, 6.078012], [0.452605, -5.263702, 5.197838], [0.432240, -4.340678, 4.123334], [-0.430409, -4.520967, 3.038400], [-0.431522, -3.567719, 2.039559], [0.343655, -2.484840, 2.064963], [1.183584, -2.326537, 3.083164], [1.269826, -3.223706, 4.131081], [-1.079333, -5.380018, 2.985708], [-1.081006, -3.675679, 1.181117], [1.802245, -1.441149, 3.061348], [1.965341, -3.061797, 4.938949], [6.095202, 0.506197, -2.372447], [4.790907, 0.762161, -1.674640], [4.341443, 2.054655, -1.439771], [3.131725, 2.254081, -0.791177], [2.629806, 3.624820, -0.447140], [2.354013, 1.157127, -0.478881], [2.734309, -0.164205, -0.764083], [4.017810, -0.326878, -1.301471], [1.844489, -1.187297, -0.519832], [1.786083, -2.449243, -1.264171], [2.282405, -3.622139, -0.397166], [2.562899, -2.473502, -2.596659], [0.311872, -2.687386, -1.635926], [6.712741, 1.400572, -2.406210], [5.910940, 0.181056, -3.398785], [6.648062, -0.285769, -1.868894], [4.936097, 2.902612, -1.742437], [3.279717, 4.399656, -0.846638], [2.578634, 3.740239, 0.636315], [1.623902, 3.779806, -0.838770], [1.394417, 1.356756, -0.007152], [4.429404, -1.311411, -1.429851], [3.261276, -3.399643, 0.018826], [2.359815, -4.517799, -1.007822], [1.596579, -3.820982, 0.421201], [3.592517, -2.784343, -2.453056], [2.548693, -1.506054, -3.091854], [2.097791, -3.201118, -3.256602], [-0.342608, -2.535873, -0.769081], [0.166004, -3.701565, -2.001562], [0.020344, -1.982322, -2.412170]], "forces_ev_per_angstrom": [[0.030, -0.746, -1.094], [-0.218, 0.218, -0.019], [-0.399, 0.354, -0.055], [0.686, -0.633, 0.054], [-0.062, 0.233, 0.098], [-0.013, -0.094, 0.083], [-0.200, 0.301, -0.101], [0.040, -0.135, -0.085], [-0.100, 0.041, -0.138], [0.271, -0.206, -0.290], [-0.313, 0.322, 0.021], [0.028, -0.007, 0.161], [-0.190, 0.084, -0.047], [-0.155, -0.112, 0.268], [-0.106, -0.034, -0.228], [-0.320, 0.186, 0.169], [0.199, -0.026, -0.153], [0.005, -0.024, 0.029], [0.039, -0.050, 0.015], [0.044, -0.254, -0.118], [-0.050, -0.045, -0.002], [0.030, -0.058, -0.035], [0.080, 0.013, 0.104], [-0.025, 0.032, 0.040], [-0.065, 0.166, -0.091], [0.103, 0.065, -0.151], [0.207, -0.155, 0.020], [-0.118, 0.084, -0.033], [-0.092, -0.088, 0.151], [0.072, 0.014, 0.113], [0.581, 0.702, 0.969], [-0.791, -0.951, -1.387], [0.496, 1.130, 1.529], [-0.001, -0.255, 0.258], [0.028, -0.290, 0.340], [0.022, 0.821, -0.891], [0.199, 0.023, 0.215], [0.050, -0.157, 0.018], [-0.200, -0.322, 0.257], [0.101, 0.064, 0.026], [-0.185, -0.357, 0.044], [-0.070, -0.059, -0.014], [-0.077, -0.003, -0.043], [0.035, 0.069, 0.018], [0.032, 0.049, 0.058], [0.006, 0.005, -0.018], [0.004, 0.025, -0.015], [0.049, -0.089, 0.028], [0.005, -0.042, -0.053], [-0.023, 0.027, 0.065], [-0.029, 0.019, 0.174], [0.186, 0.368, -0.055], [-0.046, 0.042, 0.133], [-0.293, 0.016, 0.209], [-0.177, -0.379, 0.062], [-0.099, 0.221, -0.229], [-0.143, 0.046, 0.179], [0.323, 0.003, 0.034], [0.063, 0.030, 0.002], [0.066, 0.002, -0.014], [0.094, -0.021, -0.014], [0.136, 0.121, -0.027], [0.030, 0.051, -0.015], [0.004, 0.071, 0.042], [-0.040, 0.031, -0.032], [0.318, 0.220, -0.172], [0.051, -0.138, -0.056], [0.140, 0.056, 0.034], [0.016, -0.223, -0.042], [0.017, -0.031, 0.050], [0.098, 0.043, -0.074], [0.009, 0.050, -0.070], [-0.070, -0.117, -0.063], [-0.074, -0.231, -0.118], [-0.074, -0.102, -0.025], [-0.173, 0.018, -0.001]]}